# 1
ORCA calculation (ωB97M-V with the def2-TZVPD basis set) on 2 unconnected molecules or ions with the total composition C2HN2O4 in a non-equilibrium geometry.

Each line ends with the Mulliken charge.
Positions of all 9 atoms, in Å:
O: -1.14201 -0.16794 0.01340  -0.27
O: 1.25991 -1.26471 3.12016  -0.43
H: 0.85663 0.58890 -0.88758  0.33
C: 0.25208 0.15670 -0.07035  -0.38
O: -1.40324 1.30395 -3.78344  -0.27
O: -0.92107 -0.96198 1.13812  -0.25
N: -0.75590 1.36272 -2.74944  0.23
C: 0.44569 -0.43720 1.16984  0.35
N: 1.40791 -0.58044 2.04929  -0.31

Atoms 1-2, force components in eV/Å:
-1.46 0.61 -2.71
0.15 -0.94 1.39

Its HOMO energy (spin up / spin down) is -1.29 / -1.06 eV. Its multiplicity is 1. As for the charge: -1. Its LUMO energy (spin up / spin down) is 2.5 / 2.0 eV. The frontier orbital gap (spin up / spin down) is 3.8220 / 3.0646 eV. The calculation puts the energy relative to the best compared isomer or geometry (same formula, charge and spin) at 1078.0 kJ/mol.

# 2
ORCA calculation (ωB97M-V with the def2-TZVPD basis set) on 2 unconnected molecules or ions with the total composition C5H9N in a non-equilibrium geometry.

Each line ends with the Mulliken charge.
Positions of all 15 atoms, in Å:
H: -0.26853 0.22194 -1.23244  0.09
H: 2.30527 0.67509 -1.47753  0.19
C: -1.38758 0.41029 -1.45034  -0.89
C: 0.86924 0.31603 1.42820  -0.47
H: -1.87733 -0.50171 -1.77674  0.27
H: 0.95146 0.81010 2.38919  0.31
C: -0.05469 -0.60780 1.23568  0.15
H: -1.94160 0.84534 -0.62906  0.25
C: -0.79884 -1.66325 1.20193  -0.55
H: -1.39296 1.11385 -2.27472  0.31
H: -0.42404 -2.62686 1.51927  0.24
H: -1.81177 -1.63123 0.83147  0.25
N: 1.62301 0.32475 -0.81000  -0.63
C: 1.76357 0.74928 0.38304  0.09
H: 2.44480 1.56419 0.66205  0.38

Atoms 1-2, force components in eV/Å:
-2.16 0.15 -0.11
0.02 0.33 0.24

Its HOMO energy is -9.53 eV. Its multiplicity is 1. Its SMILES is [H]/N=C/C=C=C.C. Its LUMO energy is 0.6 eV. The frontier orbital gap is 10.0799 eV. The calculation puts the energy relative to the best compared isomer or geometry (same formula, charge and spin) at 256.1 kJ/mol.

# 3
ORCA calculation (ωB97M-V with the def2-TZVPD basis set) on a gas-phase ion, C6H13N (charge -1) in a non-equilibrium geometry.

Each line ends with the Mulliken charge.
Positions of all 20 atoms, in Å:
H: 2.42767 -0.67121 -0.20006  0.30
H: 0.77372 -1.81192 0.86209  0.29
H: 2.47110 1.15515 -0.20759  0.70
C: 0.00699 2.73043 0.13936  -1.23
C: -0.06304 1.42028 0.89043  -0.26
H: -0.07803 -1.63598 -1.32069  0.32
C: -0.02587 -1.07654 0.72247  -1.20
N: -1.59540 -2.72724 -0.29367  -0.71
H: -1.92653 -3.04662 -1.21196  0.25
C: 1.85366 0.25609 -0.34083  -2.25
C: -0.80137 -1.47228 -0.50020  -0.29
H: -0.64740 -1.06564 1.61986  0.32
H: -2.48066 -2.44856 0.17920  0.26
H: 1.62813 0.26970 -1.43221  0.23
H: -0.24515 2.59530 -0.92966  0.25
H: -0.93704 1.36266 1.54641  0.44
H: -1.45701 -0.68395 -0.85061  0.28
C: 0.63675 0.29220 0.51908  0.15
H: -0.58099 3.48899 0.65291  0.98
H: 1.04048 3.06915 0.15566  0.14

Atoms 1-2, force components in eV/Å:
0.20 0.13 0.24
-0.12 -0.29 0.19

Its HOMO energy (spin up / spin down) is 1.41 / -3.71 eV. Its multiplicity is 2. The expectation value of S² is 0.753. As for the charge: -1. Its LUMO energy (spin up / spin down) is 3.8 / 3.7 eV. The frontier orbital gap (spin up / spin down) is 2.4033 / 7.4303 eV. The calculation puts the energy relative to the best compared isomer or geometry (same formula, charge and spin) at 95.6 kJ/mol.

# 4
ORCA calculation (ωB97M-V with the def2-TZVPD basis set) on C20H26N2O4S in the gas phase.

Each line ends with the Mulliken charge.
Positions of all 53 atoms, in Å:
C: -1.53197 -0.48124 3.01814  -0.94
C: -1.75812 -1.57888 -3.04551  -0.68
C: 2.58741 -1.59573 -0.47552  -0.44
H: 2.76158 0.40552 0.31038  0.19
H: -0.73999 -1.44237 -3.41443  0.25
C: 4.02456 3.65856 2.91162  -0.43
C: -1.23792 -0.01104 0.51951  -1.57
N: 0.59926 1.39761 2.66768  -0.23
H: 2.10921 0.78186 5.41056  0.20
H: -0.60788 0.87448 0.48030  0.19
H: 0.21814 -0.91920 1.83286  -0.13
C: -4.17584 -1.64716 -3.82494  -1.58
H: -4.24672 -2.62553 -3.35586  0.37
H: 4.25016 -0.54482 0.38555  0.50
C: 1.69274 2.22663 2.58657  0.27
O: 1.16684 -1.67842 -0.32519  -0.30
H: 2.95863 -2.60217 -0.27325  0.36
C: 2.49041 2.07648 3.74496  0.68
H: -3.17702 0.15339 -5.70391  0.46
H: -2.30033 -1.20045 3.29826  0.48
C: -1.33023 -2.32680 -0.00770  -0.03
H: -2.28446 0.29472 0.58304  0.57
H: -2.43979 -2.04568 -4.99906  0.37
C: -2.72974 -1.34151 -4.21028  0.57
C: 3.66168 2.78997 3.92353  -1.00
H: -4.80895 -1.64281 -4.70960  0.46
C: -1.05223 -0.96837 -0.66851  2.87
O: -1.27740 -2.20901 1.32612  -0.43
C: 0.72386 0.77708 3.80591  -0.03
H: 2.93698 -0.86680 1.52506  0.21
H: -1.77376 0.38107 -2.14971  0.33
H: 1.47486 3.22063 0.69232  0.46
S: -0.36273 -0.44118 4.40842  -0.22
H: 4.93237 4.23413 3.01092  0.39
C: -0.87073 -0.89683 1.70989  1.21
H: 2.81675 -1.31082 -1.50667  0.35
H: -3.00526 0.80570 -4.07873  0.31
H: -4.56305 -0.90179 -3.13433  0.32
H: -3.00597 -0.72353 -1.50673  0.51
C: 3.24730 3.80987 1.76307  -0.64
H: 3.57416 4.49914 0.99916  0.40
C: 0.41862 -0.87065 -1.07498  -0.35
C: 3.17102 -0.58416 0.50100  -0.93
H: -1.57282 0.31401 -4.98623  0.37
O: -1.58241 -3.36071 -0.55050  -0.61
H: -1.95769 0.51748 2.93804  0.35
H: 4.26408 2.67219 4.81132  0.39
N: 1.83881 1.13539 4.50889  -0.06
C: -1.97331 -0.64945 -1.85124  -1.61
C: 2.07595 3.10370 1.57980  -0.41
H: -1.86019 -2.61167 -2.71105  0.42
O: 0.84321 -0.12253 -1.91116  -0.61
C: -2.61208 0.07169 -4.77778  -1.57

Atoms 1-2, force components in eV/Å:
0.38 0.10 0.06
-0.19 0.01 -0.13

Its HOMO energy is -8.39 eV. Its multiplicity is 1. Its SMILES is CCOC(=O)[C@]1(CCC(C)C)C[C@@H](CSc2nc3ccccc3[nH]2)OC1=O. Its LUMO energy is 0.4 eV. The frontier orbital gap is 8.7911 eV. The calculation puts the energy relative to the best compared isomer or geometry (same formula, charge and spin) at 78.0 kJ/mol.

# 5
ORCA calculation (ωB97M-V with the def2-TZVPD basis set) on C2H3NO3 in the gas phase in a non-equilibrium geometry.

Each line ends with the Mulliken charge.
Positions of all 9 atoms, in Å:
O: -1.65673 0.97930 -0.57700  -0.50
O: 0.89818 -1.06907 0.34439  -0.35
C: -0.01753 -0.08093 0.54200  0.09
N: -1.31205 -0.08929 -0.18558  0.80
H: 2.01125 0.87257 0.24278  0.20
C: 1.21624 0.16139 -0.29120  -0.33
H: 1.20826 0.16807 -1.36423  0.27
O: -1.98729 -1.08712 -0.30192  -0.52
H: -0.36034 0.14509 1.59077  0.33

Atoms 1-2, force components in eV/Å:
-0.28 2.11 -0.48
0.27 -0.97 -0.11

Its HOMO energy is -11.13 eV. Its multiplicity is 1. Its SMILES is O=[N+]([O-])[C@@H]1CO1. Its LUMO energy is 0.2 eV. The frontier orbital gap is 11.3085 eV. The calculation puts the energy relative to the best compared isomer or geometry (same formula, charge and spin) at 565.9 kJ/mol.

# 6
ORCA calculation (ωB97M-V with the def2-TZVPD basis set) on 2 unconnected molecules or ions with the total composition CH6S3.

Each line ends with the Mulliken charge.
Positions of all 10 atoms, in Å:
C: -1.59552 -0.92614 0.85050  -0.70
H: -1.89340 -1.90291 0.46980  0.30
H: -2.04513 -0.79018 1.83216  0.26
S: -1.08160 0.23180 -1.86714  -0.19
S: -2.18510 0.43999 -0.15258  -0.05
H: 0.01554 0.87953 -1.46346  0.14
H: 3.38894 0.96814 -1.17341  0.14
H: -0.51492 -0.89088 0.95838  0.26
H: 2.50042 1.45151 0.45483  0.14
S: 3.41075 0.53914 0.09091  -0.29

Atoms 1-2, force components in eV/Å:
0.07 -0.29 0.21
-0.02 0.13 -0.13

Its HOMO energy is -9.14 eV. Its multiplicity is 1. Its SMILES is CSS.S. Its LUMO energy is 0.5 eV. The frontier orbital gap is 9.6539 eV. The calculation puts the energy relative to the best compared isomer or geometry (same formula, charge and spin) at 2.8 kJ/mol.

# 7
ORCA calculation (ωB97M-V with the def2-TZVPD basis set) on 2 unconnected molecules or ions with the total composition C16H17NO in a non-equilibrium geometry.

Each line ends with the Mulliken charge.
Positions of all 35 atoms, in Å:
C: -3.69068 1.74868 -1.32358  -1.31
C: -2.16457 0.05576 -0.21255  -0.68
H: -0.72924 -2.67620 -4.85826  0.33
C: -1.01946 -1.90586 -4.15300  -0.45
O: -0.14371 0.03664 4.48029  -0.55
H: -2.04108 -0.86374 -5.73546  0.37
H: 4.91867 1.71028 1.34537  0.36
C: -1.86095 -0.90885 -4.66724  -0.60
H: -3.69901 2.25327 -2.28169  0.35
C: 1.28908 -0.75075 2.71516  -0.24
C: -2.67742 0.64342 -1.32276  0.43
C: 4.51575 0.69674 1.33471  -1.44
H: -1.04123 -1.74360 0.01787  0.25
H: -2.99669 0.87113 -4.18013  0.32
N: -1.31139 -0.98292 -0.57993  0.00
H: 4.37646 0.46732 0.27226  0.35
H: -4.70000 1.38441 -1.12721  0.27
C: 2.45786 -0.58260 1.96863  -0.68
H: 3.71018 2.18497 3.39327  0.35
C: 1.00115 0.15502 3.71361  0.14
H: 1.64022 1.92292 4.74079  0.40
C: -0.74996 -2.04019 -2.80728  -0.68
H: 5.27707 -0.02770 1.62738  0.30
H: -3.47444 2.45523 -0.51889  0.36
C: -1.37399 -1.13742 -1.94196  -0.38
H: -2.33254 0.22005 0.84043  0.45
H: 2.60530 -1.20256 1.08897  0.33
C: -2.20075 -0.12369 -2.45453  1.14
C: 1.81687 1.25390 3.91420  -0.24
H: -0.06891 -0.71350 5.08059  0.32
C: -2.41475 0.03805 -3.82210  -0.52
C: 3.27181 0.51770 2.15028  0.79
H: 0.75620 -1.68598 2.63954  0.45
C: 2.97894 1.40884 3.18743  -0.66
H: 0.07520 -2.67878 -2.52422  0.35

Atoms 1-2, force components in eV/Å:
0.18 -0.12 0.28
0.44 -0.55 -0.06

Its HOMO energy is -7.75 eV. Its multiplicity is 1. Its SMILES is Cc1c[nH]c2ccccc12.Cc1ccc(O)cc1. Its LUMO energy is 0.7 eV. The frontier orbital gap is 8.4404 eV. The calculation puts the energy relative to the best compared isomer or geometry (same formula, charge and spin) at 58.8 kJ/mol.

# 8
ORCA calculation (ωB97M-V with the def2-TZVPD basis set) on a molecular structure, C2H8N2O2 in a non-equilibrium geometry.

Each line ends with the Mulliken charge.
Positions of all 14 atoms, in Å:
H: -2.64350 -1.11463 0.16523  0.26
H: 1.21633 1.43170 -1.77787  0.25
H: 1.79374 -0.09477 -1.04618  0.21
C: -0.63928 -0.36412 0.79756  0.20
H: -1.24850 1.44969 0.33144  0.30
N: -0.14422 -1.51583 0.28710  -0.42
N: -0.84344 0.64148 -0.12656  -0.36
O: -2.43297 -0.34553 0.71443  -0.65
H: -0.46402 -0.16725 1.84973  0.44
C: 1.61753 0.97744 -0.86339  -0.53
O: 0.77734 1.18412 0.24151  -0.42
H: -0.19023 -1.59399 -0.71969  0.27
H: 2.58629 1.44748 -0.65375  0.24
H: 0.61492 -1.93580 0.80046  0.23

Atoms 1-2, force components in eV/Å:
0.10 0.13 0.16
0.02 -0.08 0.10

Its HOMO energy is -9.34 eV. Its multiplicity is 1. Its LUMO energy is 0.9 eV. The frontier orbital gap is 10.2150 eV. The calculation puts the energy relative to the best compared isomer or geometry (same formula, charge and spin) at 498.7 kJ/mol.

no.,energy (Ha)
1,-486.93776
2,-250.56939
3,-291.06790
4,-1586.43993
5,-358.31414
6,-1236.24231
7,-749.87789
8,-340.84049